128
Properties=species:S:1:pos:R:3:lowdin_charge:R:1 method="wB97M-V/def2-TZVPD" molar_mass_g_mol=799.00 lumo_energy_ha=0.0001 relative_energy_ev=0.000 multiplicity=1 gap_ev=9.18 largest_force_ha_per_bohr=0.034
N 2.58 -1.10 2.40 0.2524
H 2.19 -1.12 1.44 0.0576
H 3.17 -0.28 2.55 0.1284
H 3.17 -1.98 2.44 0.0727
H 1.80 -1.13 3.09 0.0666
C -1.41 -0.60 -0.73 -0.6295
F -2.17 -1.50 -0.11 0.1191
F -1.96 -0.24 -1.88 0.1569
F -1.33 0.48 0.06 0.0576
S 0.30 -1.29 -1.00 0.5558
O 0.90 -0.31 -1.90 -0.3063
O 0.87 -1.30 0.34 -0.3309
O 0.05 -2.57 -1.63 -0.2737
C -1.99 -3.53 -4.36 -0.2202
C -0.73 -2.99 -4.99 -0.2328
O -0.74 -3.31 -6.39 -0.0670
O -2.19 -4.91 -4.71 -0.0700
H -2.88 -2.97 -4.64 0.1238
H -1.96 -3.53 -3.27 0.0941
H 0.19 -3.36 -4.52 0.1229
H -0.72 -1.90 -4.88 0.1062
H 0.02 -2.84 -6.74 0.0861
H -2.07 -4.98 -5.66 0.0782
C 2.05 0.95 -4.72 -0.2279
C 3.40 0.57 -4.14 -0.2351
O 3.42 0.61 -2.71 -0.1065
O 1.15 -0.16 -4.69 -0.0880
H 2.13 1.20 -5.78 0.1164
H 1.66 1.82 -4.18 0.1245
H 4.25 1.17 -4.49 0.1142
H 3.62 -0.46 -4.45 0.1126
H 2.62 0.16 -2.38 0.0191
H 0.77 -0.18 -3.80 0.0321
C -2.27 -5.16 -0.69 -0.2445
C -0.86 -5.55 -0.30 -0.2642
O 0.09 -5.35 -1.31 -0.0671
O -2.76 -5.93 -1.79 -0.0636
H -2.30 -4.10 -0.97 0.0952
H -2.94 -5.29 0.16 0.1177
H -0.82 -6.57 0.06 0.1222
H -0.64 -4.90 0.57 0.1015
H 0.19 -4.39 -1.44 0.0321
H -2.13 -5.73 -2.51 0.0556
C -1.29 -2.46 2.81 -0.0382
C -0.78 -1.21 3.51 -0.4019
C -1.82 -0.58 4.44 -0.2064
O -1.23 0.56 5.02 -0.2083
C -2.00 1.16 6.05 -0.0756
N 0.46 -1.55 4.26 0.0299
H -2.06 -2.18 2.09 0.0641
H -1.75 -3.16 3.52 0.0898
H -0.49 -2.96 2.28 0.0683
H -0.47 -0.48 2.76 0.1108
H -2.02 -1.36 5.18 0.1348
H -2.73 -0.31 3.91 0.0990
H -1.29 1.75 6.63 0.0905
H -2.45 0.40 6.68 0.0892
H -2.77 1.80 5.62 0.0843
H 0.59 -0.80 4.94 0.0885
H 0.30 -2.39 4.80 0.0933
C -4.23 0.51 -0.02 -0.0471
C -3.69 0.46 1.40 -0.4146
C -3.44 1.87 1.95 -0.1775
O -2.37 2.57 1.38 -0.2358
C -1.10 2.16 1.86 -0.0756
N -4.78 -0.11 2.23 0.0396
H -3.49 0.95 -0.69 0.0418
H -5.12 1.14 -0.10 0.0944
H -4.51 -0.49 -0.37 0.0865
H -2.83 -0.21 1.48 0.0895
H -3.29 1.79 3.04 0.1116
H -4.32 2.50 1.85 0.1381
H -0.98 2.32 2.94 0.1013
H -0.31 2.68 1.32 0.0739
H -0.99 1.09 1.65 0.0565
H -4.76 -1.13 2.24 0.0748
H -4.65 0.13 3.21 0.0517
C 2.62 -4.56 0.98 -0.0488
C 4.06 -4.20 1.21 -0.3979
C 4.63 -3.30 0.14 -0.2232
O 4.61 -3.99 -1.09 -0.1695
C 4.78 -3.14 -2.20 -0.0972
N 4.18 -3.44 2.49 0.0124
H 2.22 -5.18 1.80 0.0861
H 2.53 -5.16 0.07 0.0875
H 1.90 -3.74 0.95 0.0632
H 4.66 -5.11 1.24 0.1458
H 5.68 -3.06 0.37 0.1301
H 4.16 -2.31 0.06 0.1218
H 3.99 -2.37 -2.22 0.0822
H 4.62 -3.72 -3.10 0.0939
H 5.76 -2.65 -2.24 0.0929
H 5.16 -3.34 2.73 0.0961
H 3.82 -3.98 3.27 0.0955
C 5.32 4.90 1.19 -0.0736
C 4.37 3.81 1.67 -0.4344
C 3.37 3.46 0.60 -0.2177
O 2.36 2.66 1.17 -0.1864
C 1.64 1.89 0.22 -0.1119
N 5.10 2.62 2.13 0.0320
H 4.80 5.65 0.59 0.0747
H 6.14 4.52 0.57 0.0783
H 5.83 5.42 2.00 0.0739
H 3.79 4.20 2.51 0.1382
H 3.86 2.91 -0.22 0.1329
H 2.91 4.35 0.15 0.1312
H 0.99 1.22 0.78 0.0495
H 2.34 1.31 -0.39 0.0749
H 1.05 2.55 -0.41 0.1034
H 5.88 2.93 2.70 0.0641
H 5.48 2.08 1.35 0.0682
C -3.98 7.92 -1.73 -0.0755
C -4.10 6.47 -2.20 -0.4435
C -3.54 5.49 -1.17 -0.2152
O -3.21 4.29 -1.83 -0.1717
C -2.51 3.39 -1.01 -0.1084
N -5.49 6.21 -2.55 0.0336
H -4.41 8.60 -2.45 0.0729
H -2.95 8.20 -1.49 0.0722
H -4.54 8.03 -0.79 0.0761
H -3.44 6.39 -3.07 0.1391
H -4.29 5.28 -0.40 0.1286
H -2.64 5.91 -0.69 0.1257
H -2.44 2.42 -1.50 0.0784
H -3.02 3.19 -0.06 0.0649
H -1.48 3.72 -0.83 0.0977
H -6.01 6.20 -1.67 0.0691
H -5.59 5.24 -2.85 0.0718


7
Properties=species:S:1:pos:R:3:lowdin_charge:R:1 method="wB97M-V/def2-TZVPD" molar_mass_g_mol=95.48 lumo_energy_ha=0.0184 relative_energy_ev=2.101 multiplicity=1 gap_ev=9.93 largest_force_ha_per_bohr=0.094 smiles="NOC(=O)Cl"
N 1.30 0.49 0.22 -0.0467
O 0.03 0.97 0.12 -0.2251
C -1.09 -0.32 -0.13 -0.8198
O -0.65 -1.38 -0.36 0.0898
Cl -2.60 0.31 0.05 0.8327
H 1.68 0.28 -0.70 0.0844
H 1.34 -0.35 0.80 0.0846


9
Properties=species:S:1:pos:R:3:lowdin_charge:R:1 method="wB97M-V/def2-TZVPD" molar_mass_g_mol=61.07 lumo_energy_ha=-0.1587 relative_energy_ev=0.002 charge=+1 multiplicity=1 gap_ev=10.73 largest_force_ha_per_bohr=0.100
N 2.51 0.57 -0.53 0.1574
N -0.85 -0.31 -0.28 0.2689
N 1.33 -0.73 0.97 0.1630
N 2.07 -0.22 0.22 -0.2556
H 3.47 0.55 -0.96 0.1458
H -1.78 -0.25 0.19 0.1780
H -1.06 -1.08 -0.96 0.1648
H -0.14 -0.81 0.32 0.0485
H -0.43 0.46 -0.78 0.1292


49
Properties=species:S:1:pos:R:3:lowdin_charge:R:1 method="wB97M-V/def2-TZVPD" molar_mass_g_mol=463.90 s2=6.0769 lumo_energy_ha="-0.2635 / -0.3469" relative_energy_ev=0.908 charge=+2 multiplicity=5 gap_ev="6.84 / 5.54" largest_force_ha_per_bohr=0.037
Pd -0.90 0.03 -1.02 1.0282
C -3.22 -0.33 0.94 -0.0746
N -2.08 -1.18 0.57 -0.2889
C -2.49 -2.42 -0.10 -0.0530
C -1.21 -1.46 1.69 -0.1929
C -1.77 -2.00 2.83 -0.0014
C -1.02 -2.28 3.96 -0.0106
C 0.35 -2.03 3.91 -0.0339
C 0.93 -1.52 2.77 0.0187
C 0.20 -1.18 1.60 -0.1701
N 0.69 -0.63 0.45 0.0813
C 1.97 -0.28 0.11 -0.1705
C 3.14 -0.39 0.90 0.0192
C 4.38 0.02 0.48 -0.0343
C 4.56 0.56 -0.78 -0.0095
C 3.45 0.67 -1.61 0.0002
C 2.19 0.28 -1.19 -0.1903
N 1.10 0.45 -2.12 -0.2915
C 1.00 1.82 -2.64 -0.0720
C 1.12 -0.56 -3.18 -0.0527
H -4.01 -0.90 1.45 0.1009
H -3.65 0.12 0.05 0.0710
H -2.87 0.45 1.62 0.0964
H -3.17 -3.01 0.54 0.1088
H -1.62 -3.04 -0.32 0.1078
H -3.02 -2.19 -1.03 0.0740
H -2.83 -2.21 2.85 0.1251
H -1.47 -2.68 4.85 0.1267
H 0.97 -2.23 4.77 0.1265
H 1.99 -1.38 2.83 0.0833
H 3.12 -0.80 1.89 0.0844
H 5.22 -0.08 1.16 0.1263
H 5.53 0.88 -1.12 0.1276
H 3.58 1.07 -2.60 0.1251
H 1.73 2.02 -3.43 0.1014
H 1.15 2.53 -1.83 0.0945
H 0.01 1.98 -3.08 0.0819
H 1.97 -0.40 -3.86 0.1108
H 0.21 -0.50 -3.78 0.0825
H 1.22 -1.56 -2.74 0.1062
C -1.35 4.33 0.98 -0.0140
C -1.10 3.03 0.49 -0.1816
N -0.88 1.97 0.11 0.1444
H -0.68 4.55 1.82 0.1147
H -2.38 4.40 1.32 0.1132
H -1.18 5.07 0.19 0.1136
O -3.04 0.68 -4.76 -0.4094
S -3.45 0.13 -3.50 0.9189
N -2.36 0.20 -2.45 -0.3624


13
Properties=species:S:1:pos:R:3:lowdin_charge:R:1 method="wB97M-V/def2-TZVPD" molar_mass_g_mol=110.18 lumo_energy_ha=-0.0088 relative_energy_ev=5.945 multiplicity=1 gap_ev=8.21 largest_force_ha_per_bohr=0.080
C -0.82 -0.46 1.51 -0.0081
C -0.70 -0.44 0.20 -0.2665
C 0.88 0.39 1.81 -0.6628
C -2.03 -0.02 0.74 -0.0677
C 0.46 -0.15 -0.55 -0.1653
C 1.57 0.19 0.48 -0.2204
S 1.19 1.20 3.16 0.7176
H -2.97 -0.56 0.62 0.0771
H -2.35 1.01 0.63 0.0762
H 0.97 -1.03 -1.09 0.1488
H 0.34 0.79 -1.08 0.1226
H 1.98 1.24 0.37 0.1310
H 2.45 -0.46 0.53 0.1174


16
Properties=species:S:1:pos:R:3:lowdin_charge:R:1 method="wB97M-V/def2-TZVPD" molar_mass_g_mol=125.13 lumo_energy_ha=0.0095 relative_energy_ev=2.837 multiplicity=1 gap_ev=10.51 largest_force_ha_per_bohr=0.072
H 3.83 -1.39 0.22 0.1248
N 3.06 -1.10 -0.51 0.1541
C 2.20 -0.54 0.22 -0.3828
O 2.60 -0.47 1.60 0.0109
C 1.09 0.40 -0.20 -0.3502
O 1.38 1.55 -0.46 0.1422
C -0.28 -0.18 -0.32 -0.1225
C -1.38 0.88 -0.29 -0.2069
C -2.72 0.28 -0.31 -0.1488
C -3.81 -0.25 -0.32 0.1103
H 2.03 0.21 1.99 0.0975
H -0.31 -0.77 -1.25 0.1488
H -0.40 -0.91 0.50 0.1366
H -1.28 1.50 0.61 0.1284
H -1.28 1.55 -1.16 0.1291
H -4.75 -0.77 -0.32 0.0287